{"formula": "C3H4OS", "method": "the ωB97M-V functional and the def2-TZVPD basis", "charge": 0, "relative_energy_kj_mol": 129.7, "largest_force_ha_per_bohr": 0.0772, "smiles": "O=CCC=S", "homo_lumo_gap_ev": 8.49, "species": ["C", "C", "C", "H", "H", "H", "H", "O", "S"], "coordinates": [[0.034994, -1.061655, 0.892003], [0.438756, -0.104119, -0.170314], [-0.472063, 0.937592, -0.639219], [-0.640565, -1.902314, 0.649441], [1.184151, 0.602402, 0.396110], [0.936054, -0.527658, -1.140806], [-1.123293, 1.377068, 0.132155], [0.390749, -0.857051, 2.022281], [-0.748783, 1.535733, -2.141651]], "forces_ev_per_angstrom": [[-0.555, 0.175, 0.481], [3.258, 1.288, -1.863], [-2.535, 0.992, -0.774], [0.180, -0.013, -0.115], [-0.645, -1.431, -1.023], [-0.670, 0.293, 2.020], [0.413, -0.133, 0.029], [-0.119, -0.455, 0.192], [0.671, -0.716, 1.053]]}

---

{"formula": "C3H4OS", "method": "the ωB97M-V functional and the def2-TZVPD basis", "charge": 0, "relative_energy_kj_mol": 243.8, "largest_force_ha_per_bohr": 0.0982, "smiles": "CC(=S)C=O", "homo_lumo_gap_ev": [7.89, 7.89], "species": ["C", "C", "C", "O", "S", "H", "H", "H", "H"], "coordinates": [[-0.750929, -1.387080, 0.097834], [0.661730, -0.375558, 0.163338], [0.136204, 1.001769, -0.145536], [-1.759478, -1.210637, 0.652264], [2.315519, -0.305242, 0.473154], [-0.423126, -2.110810, -0.666840], [-0.866372, 1.192345, -0.818172], [0.967814, 1.668289, -0.531736], [-0.281363, 1.526928, 0.775695]], "forces_ev_per_angstrom": [[4.947, 0.429, -0.931], [-0.441, 1.702, 0.764], [-2.203, 2.796, -1.074], [-0.945, 0.270, 0.608], [-2.464, -1.734, -0.320], [-1.031, -0.561, 0.034], [2.489, -1.176, 1.083], [-1.158, -0.800, 0.400], [0.806, -0.925, -0.564]]}

---

{"formula": "C3H4OS", "method": "the ωB97M-V functional and the def2-TZVPD basis", "charge": 0, "relative_energy_kj_mol": 294.5, "largest_force_ha_per_bohr": 0.0525, "homo_lumo_gap_ev": 9.44, "species": ["C", "C", "C", "O", "S", "H", "H", "H", "H"], "coordinates": [[-1.377270, -0.662135, -0.086917], [-0.656078, 0.408468, -0.397707], [2.332405, -0.498049, 0.743826], [0.326750, 1.131017, 0.238523], [3.396775, -0.344755, -0.321498], [-2.102861, -0.980890, -0.850520], [-1.278114, -1.116271, 0.820054], [-0.869161, 0.900759, -1.337995], [0.227552, 1.161860, 1.192235]], "forces_ev_per_angstrom": [[0.031, 1.560, -2.109], [-0.256, 0.814, -0.710], [-0.196, -0.300, 0.606], [-0.702, -0.093, -0.166], [0.429, 0.075, -0.490], [0.412, 0.025, 0.695], [0.082, -1.509, 2.235], [0.228, -0.110, -0.266], [-0.029, -0.462, 0.205]]}

---

{"formula": "C3H4OS", "method": "the ωB97M-V functional and the def2-TZVPD basis", "charge": 0, "relative_energy_kj_mol": 94.1, "largest_force_ha_per_bohr": 0.0653, "smiles": "CC(=O)C=S", "homo_lumo_gap_ev": 7.86, "species": ["C", "C", "C", "O", "S", "H", "H", "H", "H"], "coordinates": [[-0.418111, -1.565008, 0.783032], [0.663286, -0.700879, 0.093841], [0.174545, 0.613252, -0.238221], [1.670376, -1.193629, -0.288485], [-1.849752, -1.264930, 1.406415], [-0.015915, -2.633288, 0.839894], [-0.571733, 0.427845, -0.998169], [1.037609, 1.288300, -0.563164], [-0.301135, 1.063461, 0.570912]], "forces_ev_per_angstrom": [[1.838, -2.637, 0.296], [-2.340, -0.509, 0.461], [2.257, 1.997, -1.479], [1.469, -0.879, -0.030], [-0.174, 0.578, -0.092], [-0.526, 1.251, -0.115], [-0.169, 0.395, -0.486], [-1.358, -0.949, 0.035], [-0.996, 0.753, 1.410]]}

---

{"formula": "C3H4OS", "method": "the ωB97M-V functional and the def2-TZVPD basis", "charge": 0, "relative_energy_kj_mol": 119.7, "largest_force_ha_per_bohr": 0.0627, "homo_lumo_gap_ev": 9.74, "species": ["C", "C", "C", "O", "S", "H", "H", "H", "H"], "coordinates": [[-2.514838, -0.154738, -0.528169], [0.934922, -0.894633, 0.291262], [0.429160, -0.011121, -0.518261], [-2.623816, 0.582162, 0.308821], [0.250451, 1.680007, -0.068012], [1.386598, -0.617983, 1.169070], [0.826581, -1.863512, 0.028644], [-0.005819, -0.264331, -1.430775], [1.316763, 1.544146, 0.747419]], "forces_ev_per_angstrom": [[-0.185, -0.329, -0.300], [-0.284, 1.035, -0.815], [-0.361, 1.506, 0.601], [-0.250, 0.218, 0.328], [0.992, 0.231, -0.029], [0.893, 0.391, 2.146], [0.197, -3.153, -0.644], [-0.704, -0.468, -1.331], [-0.298, 0.569, 0.045]]}

---

{"formula": "C3H4OS", "method": "the ωB97M-V functional and the def2-TZVPD basis", "charge": 0, "relative_energy_kj_mol": 220.9, "largest_force_ha_per_bohr": 0.0861, "homo_lumo_gap_ev": 9.69, "species": ["C", "C", "C", "H", "H", "H", "H", "O", "S"], "coordinates": [[-0.654972, -0.070870, 0.118724], [0.345406, -1.261752, 0.050484], [0.195296, 1.240722, 0.081757], [0.399919, -1.907655, -0.790172], [0.174226, -1.583882, 1.130859], [0.033587, 2.065905, 0.795056], [-0.417774, 1.678870, -1.032301], [-1.814993, -0.155563, -0.215815], [1.739307, -0.005779, -0.138590]], "forces_ev_per_angstrom": [[-1.142, -0.129, -2.753], [0.279, 3.274, 2.965], [-2.031, -1.274, -3.453], [-0.809, -0.840, -0.215], [1.113, -0.787, -1.495], [0.779, -0.748, 0.045], [2.626, -0.996, 3.084], [0.843, 0.171, 1.160], [-1.658, 1.329, 0.662]]}

---

{"formula": "C3H4OS2", "method": "the ωB97M-V functional and the def2-TZVPD basis", "charge": 0, "relative_energy_kj_mol": 225.3, "largest_force_ha_per_bohr": 0.0741, "smiles": "OC[C@@H]1SC1=S", "homo_lumo_gap_ev": 8.45, "species": ["C", "C", "C", "O", "S", "S", "H", "H", "H", "H"], "coordinates": [[-0.508242, -0.265296, 0.906598], [0.040918, -0.707896, -0.402082], [0.580403, 0.337657, -1.220121], [-0.354751, 1.055738, 1.117034], [1.851792, -0.353401, -0.358733], [0.435200, 1.384677, -2.366999], [-1.618410, -0.558915, 0.984140], [-0.025397, -0.761864, 1.775135], [-0.027452, -1.724476, -0.801052], [-0.374060, 1.593776, 0.366079]], "forces_ev_per_angstrom": [[-2.873, -2.254, 1.085], [1.008, -1.273, 0.673], [0.859, -0.709, -0.627], [0.414, 1.174, 2.726], [1.607, -0.211, 0.301], [-0.823, 1.497, -1.349], [1.182, 0.256, -0.278], [-0.156, -0.068, -0.709], [-0.936, 0.493, 0.124], [-0.282, 1.095, -1.944]]}

---

{"formula": "C3H4OS2", "method": "the ωB97M-V functional and the def2-TZVPD basis", "charge": 0, "relative_energy_kj_mol": 202.4, "largest_force_ha_per_bohr": 0.0733, "smiles": "O=CS/C=C/S", "homo_lumo_gap_ev": 9.25, "species": ["C", "C", "C", "O", "S", "S", "H", "H", "H", "H"], "coordinates": [[0.468573, 1.784195, -0.228559], [0.189095, -0.454637, 1.033564], [-0.578073, -0.781450, -0.013517], [0.285961, 1.102315, -1.166334], [0.222580, 1.207222, 1.472039], [-0.579348, -2.460542, -0.421973], [0.750767, 2.798179, -0.211943], [0.785523, -0.923566, 1.703128], [-1.222180, -0.107654, -0.513284], [-0.322898, -2.164062, -1.653121]], "forces_ev_per_angstrom": [[-0.418, -0.294, 2.274], [-2.735, 2.137, -1.475], [1.082, -1.441, 2.377], [0.499, 0.104, -2.254], [0.202, 1.523, -0.402], [-0.460, -0.974, 0.444], [0.496, 1.626, -0.346], [1.631, -2.630, 1.132], [-0.512, 0.170, -0.144], [0.214, -0.221, -1.605]]}

---

{"formula": "C3H4OS2", "method": "the ωB97M-V functional and the def2-TZVPD basis", "charge": 0, "relative_energy_kj_mol": 60.1, "largest_force_ha_per_bohr": 0.0243, "homo_lumo_gap_ev": 9.82, "species": ["C", "C", "C", "H", "H", "H", "H", "O", "S", "S"], "coordinates": [[0.250912, 0.571582, 0.521595], [-1.263626, 0.659099, 0.473314], [0.317561, -0.902404, 0.121327], [2.339077, 1.085380, -0.723274], [0.624808, 0.698245, 1.532133], [-1.599999, 1.186834, -0.402888], [-1.731139, 1.105669, 1.366008], [1.195682, -1.609900, -0.237127], [1.085559, 1.606624, -0.703855], [-1.399765, -1.179536, 0.293080]], "forces_ev_per_angstrom": [[1.109, -0.477, -0.317], [-0.348, 0.001, 0.537], [0.030, 0.355, 0.229], [-0.549, -0.142, 0.328], [0.210, 0.107, 0.097], [-0.294, 0.002, -0.363], [0.180, -0.443, -0.356], [0.545, -0.277, -0.037], [0.146, 0.568, -0.198], [-1.030, 0.305, 0.081]]}

---

{"formula": "C3H4OS2", "method": "the ωB97M-V functional and the def2-TZVPD basis", "charge": 0, "relative_energy_kj_mol": 327.8, "spin_multiplicity": 3, "largest_force_ha_per_bohr": 0.0747, "homo_lumo_gap_ev": [5.53, 6.81], "species": ["C", "C", "C", "O", "S", "S", "H", "H", "H", "H"], "coordinates": [[-1.339746, -0.289141, 0.126330], [-0.164769, -0.529232, -0.790737], [0.623291, 0.297037, 0.130236], [-0.475706, 0.554057, 1.081674], [1.093138, -1.399415, 0.158521], [1.877036, 1.415466, -0.314159], [-2.256909, 0.389728, -0.234380], [-1.802891, -1.078124, 0.811453], [-0.132079, -0.448914, -1.819808], [2.578631, 1.088535, 0.850872]], "forces_ev_per_angstrom": [[-2.508, 1.803, 2.093], [-2.099, 0.318, 0.578], [-0.881, 2.525, 1.421], [0.346, -0.856, -2.422], [2.265, -2.933, 1.016], [0.445, -0.239, 1.203], [2.117, -1.449, 0.336], [0.757, 0.479, -1.410], [-0.298, -0.015, -1.966], [-0.145, 0.367, -0.850]]}

---

{"formula": "C3H4OS3", "method": "the ωB97M-V functional and the def2-TZVPD basis", "charge": 0, "relative_energy_kj_mol": 167.6, "largest_force_ha_per_bohr": 0.0823, "smiles": "OCC(=S)C(=S)S", "homo_lumo_gap_ev": 7.17, "species": ["C", "C", "C", "H", "H", "H", "H", "O", "S", "S", "S"], "coordinates": [[-0.522569, -0.797943, 0.808053], [-0.091044, 0.217346, -0.153438], [1.075886, -0.035317, -0.912268], [-2.108784, 0.453094, 1.260361], [0.338708, -1.328674, 1.349533], [-1.060210, -1.538383, 0.186170], [1.272644, 2.153388, -0.740222], [-1.446796, -0.241923, 1.720873], [-1.006010, 1.457324, -0.668721], [2.182489, 1.240810, -1.351799], [1.365686, -1.579723, -1.498541]], "forces_ev_per_angstrom": [[-0.964, -0.577, 1.214], [-0.909, 1.010, -0.701], [3.017, -2.016, -2.173], [2.516, -2.369, 1.040], [-1.314, 0.978, -0.680], [0.504, -0.169, 0.163], [1.500, -0.566, -0.884], [-1.787, 1.599, -0.475], [-0.521, 0.119, 0.605], [-1.751, 0.795, 1.262], [-0.289, 1.197, 0.630]]}

---

{"formula": "C3H4OSi", "method": "the ωB97M-V functional and the def2-TZVPD basis", "charge": 0, "relative_energy_kj_mol": 243.4, "largest_force_ha_per_bohr": 0.1497, "smiles": "C#CC(=O)[SiH3]", "homo_lumo_gap_ev": [9.12, 9.12], "species": ["C", "C", "C", "O", "Si", "H", "H", "H", "H"], "coordinates": [[0.635561, 1.329840, -2.685130], [0.652500, 0.692547, -1.668764], [0.965259, -0.159250, -0.539455], [2.160080, -0.874527, -0.525038], [-0.029056, -0.385944, 1.048557], [0.604377, 1.877087, -3.670673], [0.402238, -1.429666, 2.193254], [0.387948, 0.862587, 1.795005], [-1.457320, -0.412146, 0.678021]], "forces_ev_per_angstrom": [[-0.311, 1.057, -1.996], [0.855, -0.762, 0.630], [6.281, -4.096, -0.034], [-6.497, 4.107, -0.403], [0.681, 0.146, 2.028], [-0.002, -0.928, 1.919], [-0.482, 0.721, -1.906], [-0.525, -0.186, -0.416], [0.000, -0.058, 0.177]]}